Record 1
Here is a cluster of 5 separate species, CH11NO5 in total in a non-equilibrium geometry from the OMol25 dataset. Energies are from ωB97M-V with the def2-TZVPD basis set.

2S+1 = 2
<S²> = 0.78
lowest unoccupied orbital energy (alpha / beta) = -6.514 / -10.712 eV
charge = +1
Kohn-Sham gap (alpha / beta) = 6.52 / 2.32 eV
relative energy (zero: lowest compared OMol25 entry of this formula, charge and spin) = 254.74 kJ/mol
HOMO level (alpha / beta) = -13.03 / -13.03 eV

```
18
CH11NO5 ωB97M-V with the def2-TZVPD basis set
H -0.56 1.20 4.26
H 0.32 -1.05 -3.74
H 1.88 -4.37 -3.06
H 1.35 0.25 3.21
O 0.45 1.88 -2.02
H 0.61 -4.64 -2.35
O 0.42 0.91 1.45
H 0.64 2.02 -1.07
H -1.52 0.25 2.99
H 1.02 2.43 -2.58
C 0.47 0.46 2.62
H 0.37 -0.23 -2.59
O 0.80 -1.10 -2.89
O -2.89 2.24 1.17
O 1.50 -4.88 -2.36
H -1.98 1.87 1.12
H -2.71 3.25 1.21
N -0.64 0.56 3.43
```

Löwdin atomic charge list, values in e, 8 entries: H 0.209; H 0.046; H 0.023; H 0.166; O -0.061; H -0.009; O 0.250; H 0.030


Record 2
Here is an isolated molecule of C4H9NO from the OMol25 dataset. Energies are from ωB97M-V with the def2-TZVPD basis set.

SMILES = C/C=C(\N)OC
lowest unoccupied orbital energy = 1.039 eV
Kohn-Sham gap = 8.85 eV
relative energy (zero: lowest compared OMol25 entry of this formula, charge and spin) = 161.23 kJ/mol
HOMO level = -7.81 eV

```
15
C4H9NO ωB97M-V with the def2-TZVPD basis set
C -0.30 0.57 -2.06
H -1.19 -2.13 0.64
H -0.13 1.59 -2.43
H 1.58 0.23 2.81
C 0.73 0.49 2.18
H 1.19 1.00 -0.45
O 0.37 -0.67 1.45
C 0.34 0.39 -0.72
N -1.10 -1.45 -0.10
C -0.10 -0.52 0.17
H -0.11 0.80 2.81
H 1.00 1.32 1.53
H -1.00 -1.90 -1.00
H 0.10 -0.11 -2.82
H -1.38 0.41 -2.00
```

Löwdin atomic charge list, values in e, 8 entries: C -0.121; H 0.091; H 0.066; H 0.091; C -0.074; H 0.092; O -0.094; C -0.131


Record 3
Here is a structure of composition C37H28ClF5N7NdO5S3 in a non-equilibrium geometry from the OMol25 dataset. Energies are from ωB97M-V with the def2-TZVPD basis set.

2S+1 = 4
<S²> = 3.75
lowest unoccupied orbital energy (alpha / beta) = -0.847 / -0.843 eV
Kohn-Sham gap (alpha / beta) = 7.42 / 7.43 eV
relative energy (zero: lowest compared OMol25 entry of this formula, charge and spin) = 7.21 kJ/mol
HOMO level (alpha / beta) = -8.27 / -8.27 eV

```
87
C37H28ClF5N7NdO5S3 ωB97M-V with the def2-TZVPD basis set
C -3.90 -1.77 0.19
C 1.62 -3.01 5.34
C 3.81 3.83 -0.25
C 0.45 0.84 -3.58
C 3.62 0.31 2.10
C 1.93 4.93 0.62
H -4.78 -1.28 -0.12
H -5.08 0.89 -7.07
C 1.17 3.81 0.27
C 4.69 -0.50 2.42
H -4.13 -2.85 0.11
H -3.86 -1.53 1.23
N -0.26 1.26 -2.46
C -2.63 -1.32 -0.53
F 3.89 1.62 2.15
F 3.14 -3.70 1.90
F 5.50 -2.66 2.65
C 0.45 -0.69 4.32
C 2.99 2.75 -0.52
F 1.05 -2.03 1.32
H 2.13 -3.86 5.78
O -1.26 2.05 0.40
C -5.98 -0.79 -6.01
H 3.28 -1.68 5.80
N -0.25 0.46 3.96
H -7.02 -0.61 -6.29
H -1.13 -2.33 0.30
C 0.34 -3.03 4.82
C -2.03 2.27 1.40
H 0.40 0.35 -5.65
H 4.48 1.53 -1.61
C 2.29 -1.48 1.67
O -3.50 3.64 3.94
Nd 0.44 0.41 0.03
C -3.65 -0.24 -5.93
C 2.38 -0.13 1.69
C -2.23 1.35 -3.79
C -0.20 0.74 -4.80
H 4.85 3.75 -0.50
H 0.13 3.75 0.44
C -1.82 1.96 4.05
H -1.27 -1.89 3.99
C -0.97 1.17 4.81
S 1.03 -1.85 -1.62
N -0.52 0.75 2.65
S 3.65 -2.89 -2.87
H -4.39 -2.94 -4.08
C 2.70 -1.56 -2.09
C -4.56 -2.02 -4.71
H 3.20 -4.97 -3.65
C 2.56 -4.33 -3.03
C -0.28 -1.88 4.39
Cl -0.73 0.99 6.47
C -2.62 3.05 4.69
C -3.46 -1.32 -5.04
H 1.49 0.50 -3.46
H -2.49 -1.63 -4.83
C -1.56 1.51 -2.59
C 4.53 -1.83 2.27
H -0.19 -3.97 4.74
C -1.54 1.01 -4.93
H -3.40 3.38 3.00
N 3.50 -0.55 -1.87
N 1.69 2.72 -0.24
C -1.54 1.66 2.72
H -3.32 1.50 -3.86
N 2.86 0.47 -1.14
H -2.12 1.77 -1.71
N -5.81 -1.80 -5.17
S -2.28 0.72 -6.47
C -4.93 0.02 -6.44
H 1.39 5.70 1.21
O -3.09 2.87 1.37
C 1.72 -0.63 4.74
C 3.54 1.56 -1.09
H 2.29 -4.76 -2.08
C 3.30 4.92 0.41
O -2.47 3.30 5.89
C 2.30 -1.79 5.27
O -1.44 -1.39 0.33
H -2.70 -0.30 -0.95
F 5.86 0.05 2.82
H -2.45 -1.93 -1.47
C 3.32 -2.35 1.91
H 2.27 0.29 4.80
H 3.98 5.75 0.68
H 1.64 -4.05 -3.54
```

Löwdin atomic charge list, values in e, 8 entries: C -0.061; C -0.059; C -0.017; C -0.100; C -0.280; C -0.022; H 0.063; H 0.103


Record 4
Here is a cluster of 7 separate species, C17H45Br9N8O6P2 in total in a non-equilibrium geometry from the OMol25 dataset. Energies are from ωB97M-V with the def2-TZVPD basis set.

2S+1 = 2
<S²> = 0.76
lowest unoccupied orbital energy (alpha / beta) = -2.557 / -6.944 eV
charge = +1
Kohn-Sham gap (alpha / beta) = 7.17 / 2.78 eV
HOMO level (alpha / beta) = -9.73 / -9.73 eV

```
87
C17H45Br9N8O6P2 ωB97M-V with the def2-TZVPD basis set
C 4.56 5.18 1.23
N 7.05 3.80 -0.55
C -0.90 -6.52 -1.88
H -7.03 -1.44 0.97
H -1.20 -6.68 -2.92
H -7.35 0.21 -3.11
Br -1.39 -2.19 -0.22
C 0.39 -2.30 0.75
C -2.10 -5.45 4.30
N -6.43 1.74 -1.82
N -0.22 -5.26 -1.98
C 4.01 -4.77 -0.76
H 6.72 4.18 3.44
H 4.18 5.62 2.15
H -3.74 1.68 1.48
C -7.13 2.00 1.15
H 5.33 0.55 1.62
Br 2.03 -0.11 -1.96
N 5.52 4.23 1.75
H -7.33 1.81 -3.76
H 3.88 3.51 -0.95
H 7.95 5.31 -1.67
Br -0.24 -1.47 -3.88
H 3.97 2.02 -1.63
H -1.09 -5.04 4.31
H -5.89 0.88 -3.64
H 5.07 5.88 0.56
C 5.66 4.23 3.20
Br 3.84 -4.36 -2.68
C 1.56 -1.58 -3.23
Br 5.65 -5.81 -0.30
H -4.92 1.03 2.57
H 7.51 3.62 -2.65
H -0.12 -7.21 -1.56
C -4.87 -1.76 -0.83
H 7.25 5.91 -0.40
H 6.45 2.50 -2.04
C -6.79 1.14 -3.09
H 2.84 2.33 -0.22
H -5.24 -2.76 -0.61
C 3.83 2.47 -0.64
H 1.72 -2.48 -2.63
H 3.67 4.77 0.77
H 8.71 5.11 -0.03
H -2.42 -5.44 3.26
C 7.37 3.02 -1.75
N -5.75 1.68 0.79
H -1.62 -6.50 -1.06
H -4.37 -1.73 -1.81
H -7.41 -2.11 -0.55
C -4.75 1.83 1.85
N -5.84 -0.72 -0.71
H 1.09 -2.59 -0.03
H -7.81 2.37 0.37
H 3.09 -5.31 -0.57
H -7.87 -0.42 -0.03
O 7.23 2.20 1.58
C 7.80 5.01 -0.63
Br 3.89 -2.99 0.28
C -7.09 -1.18 -0.09
H -7.13 2.91 1.75
O 0.84 -5.11 -1.35
H -7.58 1.10 1.55
O -3.99 1.22 -1.20
Br 2.89 -1.72 -4.70
H -7.22 3.68 -2.12
H 3.93 1.46 1.92
H -5.86 3.72 -1.03
N -2.14 -6.92 4.71
H 3.82 0.22 0.67
O -0.66 -4.36 -2.67
H -4.93 2.74 2.43
H 5.23 5.06 3.76
P -5.36 0.91 -0.77
H -5.54 3.61 -2.77
H 8.06 2.23 -1.45
O -1.20 -7.33 5.26
Br 0.94 -0.41 1.17
H 5.08 3.39 3.60
C -6.21 3.29 -1.97
H -4.13 -1.56 -0.05
N 4.96 2.09 0.25
O -3.10 -7.58 4.32
Br 0.46 -3.40 2.38
C 4.47 0.98 1.10
H -2.81 -4.90 4.91
P 6.30 3.02 0.77
```

Löwdin atomic charge list, values in e, 8 entries: C -0.054; N -0.287; C 0.051; H 0.077; H 0.118; H 0.071; Br 0.596; C -1.453


Record 5
Here is a structure of composition C27H30CoFNOSi from the OMol25 dataset. Energies are from ωB97M-V with the def2-TZVPD basis set.

2S+1 = 4
<S²> = 3.97
lowest unoccupied orbital energy (alpha / beta) = -0.730 / -0.697 eV
Kohn-Sham gap (alpha / beta) = 5.49 / 6.30 eV
relative energy (zero: lowest compared OMol25 entry of this formula, charge and spin) = 18.88 kJ/mol
HOMO level (alpha / beta) = -6.22 / -6.99 eV

```
62
C27H30CoFNOSi ωB97M-V with the def2-TZVPD basis set
H -0.26 -1.44 -1.08
C -2.98 -2.74 -1.61
H 0.33 7.55 0.27
H -2.85 -2.38 -2.63
C 1.79 3.74 -0.51
H -1.03 -4.18 2.24
C 0.37 6.47 0.22
C 2.56 2.46 -0.64
C 1.87 4.49 0.82
H -1.20 6.47 -1.28
H 5.19 0.95 -1.31
H -6.11 -2.15 -1.67
H -2.10 4.29 -0.86
H -2.35 2.26 1.27
C -3.30 -3.72 0.97
C -0.53 -2.45 -1.38
C -0.34 0.05 1.41
H -6.03 -3.86 -2.09
H 0.27 -3.12 -1.06
H -5.37 -3.86 0.48
H -0.58 -2.47 -2.47
C -5.45 -2.93 -2.06
H 1.57 4.34 -1.38
H 2.68 4.23 1.49
C -1.86 -2.84 -0.80
H 2.12 6.58 1.33
H 4.58 -2.92 0.49
C -1.29 2.43 1.10
O 0.11 -2.77 1.47
F -1.61 -0.47 1.38
C -1.27 4.65 -0.27
C 2.05 1.47 0.17
C -0.92 -3.43 1.45
C -4.25 -3.08 -1.17
N 2.31 0.12 0.30
C 5.24 0.28 -0.45
C -0.30 1.45 1.18
C 3.93 -2.15 0.91
H 2.37 -2.03 -1.97
H -5.16 -2.67 -3.07
H 5.42 0.88 0.44
C 1.44 5.90 0.82
Si 3.68 -0.74 -0.30
C -4.39 -3.58 0.12
C -0.74 5.85 -0.51
C 0.95 2.05 0.86
H 3.39 2.35 -1.33
C -0.70 3.79 0.82
C -2.03 -3.33 0.51
H 3.26 -0.73 -2.75
H -2.81 -4.94 2.72
H -0.73 4.39 1.74
C -3.56 -4.22 2.37
H 6.10 -0.38 -0.60
C 0.78 3.46 0.57
H 4.38 -1.79 1.84
H 2.99 -2.65 1.19
Co 1.06 -1.08 1.02
H 4.10 -2.21 -2.28
H -4.53 -4.71 2.42
H -3.57 -3.39 3.08
C 3.32 -1.50 -1.98
```

Löwdin atomic charge list, values in e, 8 entries: H 0.073; C 0.004; H 0.092; H 0.121; C -0.126; H 0.130; C -0.098; C 0.028


Record 6
Here is a structure of composition C4H3BrN in a non-equilibrium geometry from the OMol25 dataset. Energies are from ωB97M-V with the def2-TZVPD basis set.

lowest unoccupied orbital energy (alpha / beta) = -9.286 / -9.326 eV
charge = +1
Kohn-Sham gap (alpha / beta) = 5.47 / 5.48 eV
relative energy (zero: lowest compared OMol25 entry of this formula, charge and spin) = 389.29 kJ/mol
HOMO level (alpha / beta) = -14.76 / -14.81 eV

```
9
C4H3BrN ωB97M-V with the def2-TZVPD basis set
C 1.01 0.50 -0.18
H 1.94 0.93 -0.27
C -0.22 1.18 -0.35
C -0.65 -0.73 0.09
H 1.55 -1.59 0.09
Br -2.70 -2.03 1.55
H -0.47 2.27 -0.73
N -1.25 0.30 -0.12
C 0.79 -0.83 -0.07
```

Löwdin atomic charge list, values in e, 8 entries: C 0.001; H 0.108; C 0.119; C -0.107; H 0.151; Br 0.302; H 0.211; N 0.119